# 1
21
Properties=species:S:1:pos:R:3:forces:R:3:mulliken_charge:R:1 method="wB97M-V/def2-TZVPD" total_energy_ev=-10876.349 total_charge=0 relative_energy_kj_mol=128.2 e_homo_ev=-9.010 e_lumo_ev=0.746
H -1.1885 0.1031 1.1229 -0.43 0.00 -0.10 0.28
H 1.1069 1.7186 0.9982 -0.52 -0.03 0.07 0.23
H -2.9626 -1.9062 -0.5333 0.80 -0.04 -0.35 0.34
H -1.1362 -1.6504 1.1679 -0.27 -0.21 0.15 0.31
C -2.6537 -0.9017 -0.2275 -0.47 -0.18 1.82 -1.21
C -0.1407 -0.7769 -0.4970 0.67 0.08 1.20 -0.79
H 1.2739 -0.4562 1.7186 0.65 -0.13 0.69 0.26
H 2.5026 2.3690 -2.0352 -0.02 -0.11 0.19 0.21
O 1.8080 -0.6807 2.5094 0.03 0.79 -1.19 -0.68
H -0.2443 0.4885 -2.0445 0.00 0.40 -0.58 0.31
H 0.7475 -1.0801 0.0789 0.09 0.06 -0.55 0.32
H 2.5293 2.1837 0.1544 -0.21 -0.11 0.50 0.15
H -3.4018 -0.7311 0.5564 -0.31 0.63 -0.46 0.34
N 1.6815 1.6370 0.1907 1.42 -0.61 -0.99 -0.33
N 0.0734 0.5424 -1.0993 -0.15 -0.86 -0.11 -0.15
C -1.3070 -0.7991 0.5145 0.51 -0.34 -1.65 -0.20
H 1.2380 -1.2242 3.0287 -0.59 -0.63 0.65 0.33
H -2.7418 -0.2075 -1.0576 -0.10 0.14 0.10 0.33
N 1.7823 1.6649 -2.1615 0.25 -0.67 -0.56 -0.73
H -0.2629 -1.5017 -1.3057 -0.12 -0.14 0.24 0.36
C 1.2961 1.2085 -1.0789 -1.23 1.98 0.93 0.32



# 2
68
Properties=species:S:1:pos:R:3:forces:R:3:mulliken_charge:R:1 method="wB97M-V/def2-TZVPD" total_energy_ev=-219054.633 total_charge=0 relative_energy_kj_mol=1.0 e_homo_ev=-9.545 smiles="O=S1(=O)CCCC1.O=S1(=O)CCCC1.O=S1(=O)CCCC1.O=S1(=O)CCCC1.BrCCBr" e_lumo_ev=0.238
H -2.0182 -22.9396 30.1257 0.05 0.12 0.12 0.46
H -0.2432 -23.7658 26.3011 -0.35 -0.07 0.05 0.43
H 3.2142 -22.4878 32.2211 0.00 -0.13 -0.02 0.36
H -2.2523 -23.3250 27.7724 0.07 -0.08 -0.04 0.27
S -0.2572 -24.5114 29.8459 -0.16 0.25 -0.34 1.19
H -1.1255 -17.1642 28.4181 -0.17 0.12 0.16 0.33
C -2.0713 -17.7157 28.3311 0.93 0.60 -0.19 -0.87
H -7.9725 -20.1291 28.7079 -0.04 0.00 0.17 0.46
C 0.0162 -24.9328 28.1185 -0.63 -0.27 0.35 -0.82
O -0.2016 -22.4512 32.6788 -0.06 -0.14 -0.34 -0.74
S -2.0259 -19.1526 30.5433 0.08 0.26 0.74 1.23
Br -7.3138 -18.5960 30.5456 0.02 0.24 0.17 -0.16
H -8.7906 -14.8341 25.4258 0.01 0.03 0.12 0.35
C -1.8308 -19.1404 28.7672 -0.74 -1.01 -0.29 -0.58
H -4.6665 -14.5676 26.7361 -0.14 -0.12 0.16 0.34
H -7.5153 -14.5998 24.2395 -0.12 -0.18 -0.05 0.32
C -1.2924 -22.8773 28.0431 -0.27 0.07 -0.27 -0.30
H -0.9236 -19.6927 28.5292 0.34 0.57 -0.06 0.58
H -5.8662 -21.0530 29.8727 -0.02 -0.07 -0.04 0.42
H -2.6435 -19.7706 28.3882 -0.04 0.03 0.18 0.22
O 1.3523 -21.2329 31.1181 -0.19 0.15 -0.13 -0.68
O 1.0106 -24.2478 30.4685 0.44 -0.17 0.22 -0.58
H -1.8386 -16.8528 30.8236 0.03 -0.26 0.72 0.33
S -5.5464 -16.4611 25.5252 -0.06 0.10 0.07 1.01
H -4.1074 -17.5763 29.0228 0.17 -0.20 0.03 -0.14
Br -5.8781 -21.6476 27.4472 0.07 -0.04 -0.05 -0.17
C -0.1370 -23.6228 27.3768 1.02 0.13 -0.20 -0.74
H -3.4367 -17.3681 31.4719 -0.07 -0.31 0.03 0.45
H -5.0355 -14.2864 25.0315 0.06 0.09 0.09 0.39
H 0.7937 -23.0492 27.4728 -0.14 0.07 0.19 0.29
H -0.8174 -25.5954 27.8784 0.11 -0.11 -0.05 0.33
O -1.1546 -25.4899 30.3923 -0.19 -0.17 0.35 -0.73
C 2.4742 -22.6518 33.0034 -0.05 0.20 -0.33 -0.84
O -4.8644 -16.6515 24.2720 -0.14 -0.12 -0.06 -0.69
H -1.3155 -21.8494 27.6814 -0.08 0.03 0.11 0.06
H 0.9497 -25.4877 28.0897 0.14 0.22 -0.28 0.45
C 2.8886 -21.9611 34.2973 -0.06 -0.12 0.00 -0.62
H 0.4301 -20.7043 34.4562 0.08 -0.16 0.04 0.37
O -5.2239 -17.3236 26.6398 0.11 0.06 0.09 -0.48
H 3.9492 -22.1056 34.4997 -0.02 -0.09 0.03 0.33
H -6.9644 -18.8282 28.0816 0.07 0.09 0.10 0.01
H -6.8454 -13.1403 26.0023 -0.14 0.03 0.11 0.32
H 2.2096 -23.7041 33.0470 0.02 -0.01 0.14 0.39
C -5.4120 -14.7203 25.9602 0.23 0.06 -0.40 -0.69
C -5.8668 -20.4439 28.9747 0.18 -0.08 0.11 0.03
H -2.3677 -17.6062 27.2893 -0.14 -0.32 0.00 0.33
H -0.4027 -22.1679 29.8889 -0.07 -0.03 0.22 -0.34
C -7.3437 -16.4418 25.3558 0.54 -0.07 0.57 -0.58
C -7.0715 -19.5500 28.8876 -0.12 -0.17 -0.53 -0.26
H 0.7350 -19.5386 33.1807 0.28 0.08 -0.02 0.30
H 2.3154 -22.3949 35.1203 0.05 0.20 0.13 0.31
H -4.9306 -19.8993 28.9232 -0.04 0.07 0.06 -0.40
S 1.0243 -21.7375 32.4273 0.09 -0.20 0.49 1.45
O -2.9887 -20.1568 30.8926 -0.47 -0.26 0.01 -0.66
H 3.2095 -20.1075 33.2955 -0.02 0.26 0.11 0.26
C -2.7070 -17.5037 30.6824 0.63 1.15 -0.81 -0.83
C 2.5640 -20.4639 34.1030 0.39 -0.54 0.07 -0.54
C -6.8227 -14.2077 26.2154 -0.14 -0.05 0.09 -0.60
H -7.6189 -16.8087 26.3470 -0.40 -0.24 -0.21 0.21
H 2.7669 -19.9032 35.0130 -0.10 0.15 -0.06 0.36
H -7.6335 -17.1187 24.5589 -0.11 0.03 -0.02 0.44
C 1.1237 -20.4368 33.6599 -0.45 0.35 -0.29 -0.67
O -0.7649 -19.1375 31.2350 0.21 -0.05 -0.16 -0.64
H -7.1506 -14.3600 27.2454 0.14 -0.05 0.03 0.31
H -3.2913 -16.0867 29.0469 0.31 0.16 0.52 0.41
C -3.1296 -17.1414 29.2718 -1.24 -0.41 -0.85 -0.12
C -7.7280 -14.9811 25.2439 0.17 0.36 -0.51 -0.66
C -1.0929 -22.9417 29.5587 0.14 -0.07 -0.37 0.03



# 3
74
Properties=species:S:1:pos:R:3:forces:R:3:mulliken_charge:R:1 method="wB97M-V/def2-TZVPD" total_energy_ev=-133529.777 total_charge=0 relative_energy_kj_mol=60.6 e_homo_ev=-7.321 e_lumo_ev=0.547
H -5.5617 1.9704 1.1337 -0.03 0.01 -0.04 0.27
H 1.6117 6.8374 1.0056 0.00 0.00 0.00 0.39
C -5.9478 1.3542 0.3180 -0.24 0.33 0.02 -1.00
C -0.1527 -4.0783 2.5011 -0.03 -0.03 0.06 0.16
C -0.1662 -0.9980 4.0699 0.02 0.14 -0.01 0.27
C -1.9171 -5.4757 1.6595 0.04 0.02 0.03 -0.47
C -4.9235 -1.0651 1.7707 0.01 -0.17 0.36 -0.95
H 4.0937 0.2319 2.2280 -0.01 0.00 -0.01 0.45
C -0.6912 -5.3385 2.3057 -0.06 0.04 -0.04 -0.81
H -1.4351 2.6563 -5.6567 0.00 0.00 0.00 0.39
Si -4.9376 -0.1854 0.1352 0.22 -0.06 0.06 0.44
C -0.8290 -2.9404 2.0528 0.12 -0.08 0.16 -0.37
Mg -0.5187 0.2849 0.1251 -0.48 0.00 0.13 0.54
C 3.3607 0.4420 1.4633 0.08 0.12 -0.09 -0.87
H -1.6540 -2.0304 6.9313 0.00 0.00 0.00 0.41
H -4.3663 -0.4832 2.5100 -0.02 -0.06 0.02 0.23
H 1.2411 1.0748 6.3542 -0.01 -0.01 0.01 0.42
C -2.0801 5.1260 -3.4357 0.07 -0.07 0.05 -0.70
C 1.6869 -1.5039 1.8930 -0.06 0.07 0.08 -0.66
C -2.0841 4.4304 -4.6341 0.00 -0.01 -0.01 -0.43
H -1.6216 -2.5152 4.5170 0.00 -0.01 -0.01 0.37
C 1.7558 2.2396 -1.3710 -0.01 -0.02 0.10 -0.77
C -0.7511 3.3877 -2.4143 -0.12 0.00 -0.03 0.77
C -1.4279 3.2095 -4.7267 0.02 0.01 0.05 -0.80
H -6.7776 -1.4659 -0.9122 0.07 0.00 0.00 0.35
H 2.3549 3.1451 -1.4579 0.01 0.02 0.00 0.37
H 1.2720 0.6057 3.9407 -0.01 -0.02 -0.02 0.36
C 0.8917 5.0140 0.1421 0.05 0.04 0.01 -0.03
H -1.3143 2.8987 1.6039 0.02 -0.04 -0.02 0.39
C 2.2224 -0.2804 1.2093 -0.35 -0.04 -0.21 0.10
H -0.2217 -0.2416 7.8598 0.00 0.00 0.00 0.37
C 0.2495 5.8120 2.3150 0.01 0.02 0.00 -0.39
Se -2.9169 0.4648 -0.5996 0.37 0.06 -0.12 -0.27
H -2.6044 4.8324 -5.4938 0.01 0.00 0.00 0.38
H 0.7973 -3.9772 3.0143 -0.01 0.01 -0.01 0.37
C -1.4175 4.6061 -2.3292 -0.02 0.10 -0.06 -0.48
C 0.0808 3.8899 0.3013 0.13 0.05 0.03 0.31
P -0.0060 2.5884 -0.9657 0.05 0.15 0.00 0.27
C 0.6309 0.0225 4.5946 0.01 -0.01 0.04 -0.44
P -0.1221 -1.2799 2.2780 0.15 -0.18 -0.44 1.00
C 0.9776 5.9706 1.1405 -0.05 -0.08 0.00 -0.78
N 1.5153 0.2690 0.1547 0.38 0.21 0.28 -0.34
H -4.4693 -2.0552 1.7036 -0.11 0.06 0.07 0.21
H -5.9093 1.9460 -0.5994 -0.03 0.01 0.05 0.29
H -2.5952 6.0746 -3.3563 0.00 0.00 0.01 0.39
H -5.6493 -0.8155 -2.1192 -0.04 -0.06 0.01 0.30
H -3.5427 -4.4550 0.7007 0.00 -0.01 0.01 0.46
H -5.2058 -2.2465 -1.1842 -0.03 0.03 -0.03 0.29
C 0.6142 0.2880 5.9547 -0.04 -0.04 -0.02 -0.66
H 1.7796 1.7318 -2.3385 -0.02 -0.02 -0.02 0.45
H 1.4591 5.1463 -0.7720 -0.01 -0.01 0.01 0.33
C 2.2605 1.3639 -0.2592 -0.30 -0.24 -0.08 0.34
C -1.0109 -1.4547 6.2782 0.02 0.01 -0.07 -0.62
H -1.1395 4.5822 3.3928 0.00 0.00 0.00 0.44
H 4.1284 2.2788 0.4123 0.00 -0.02 0.01 0.45
H -0.2897 1.7226 -3.7006 -0.01 -0.02 0.01 0.33
H 2.2487 -1.7174 2.8028 0.00 0.00 0.02 0.41
C -5.7209 -1.2834 -1.1345 -0.13 -0.23 -0.30 -1.08
C -0.5666 4.7049 2.4830 0.03 -0.03 -0.09 -0.74
C 3.3833 1.5040 0.5124 0.12 -0.08 0.17 -1.05
H 1.7549 -2.3852 1.2490 -0.01 0.01 -0.04 0.46
C -2.0501 -3.0854 1.4054 0.01 -0.09 -0.12 0.13
H 0.3198 6.5570 3.0976 0.00 -0.01 -0.01 0.39
H -5.9467 -1.1954 2.1399 0.05 0.03 -0.03 0.42
C -0.2078 -0.4514 6.7982 0.02 0.03 -0.01 -0.47
H -1.4237 5.1568 -1.3976 -0.02 -0.01 0.01 0.33
C -0.7755 2.6885 -3.6212 0.03 -0.01 -0.06 -0.38
C -0.6507 3.7479 1.4766 -0.06 0.03 0.04 -0.30
H -2.3369 -6.4613 1.5032 0.00 0.01 0.00 0.38
H -6.9940 1.1094 0.5314 0.06 0.04 0.00 0.32
H -0.1597 -6.2143 2.6550 0.00 0.00 0.00 0.40
H -2.5712 -2.2126 1.0285 0.12 -0.01 0.00 0.00
C -0.9934 -1.7289 4.9152 -0.01 0.03 0.11 -0.51
C -2.5938 -4.3529 1.2120 0.04 0.07 0.01 -0.51



# 4
27
Properties=species:S:1:pos:R:3:forces:R:3:mulliken_charge:R:1 method="wB97M-V/def2-TZVPD" total_energy_ev=-46133.569 total_charge=0 relative_energy_kj_mol=0.0 e_homo_ev=-8.983 smiles="CCSC(=O)[C@@](C)(SC)S(C)(=O)=O" e_lumo_ev=0.368
O -3.0980 0.3833 1.6015 0.22 -0.01 0.21 -0.59
C -1.6306 -0.0707 -2.0499 -0.08 0.10 -0.28 -1.74
S -2.3031 -2.0271 -0.2266 0.25 -0.38 -0.02 0.00
S -2.9077 0.7618 0.2359 0.07 0.70 0.28 1.29
C -0.8551 -2.8939 0.4718 -0.33 0.48 -0.08 -0.74
H -1.2744 0.9398 -2.2487 -0.03 0.04 -0.09 0.42
C 2.3314 0.7751 0.3821 -0.42 -0.22 -0.14 -0.40
S 1.0101 0.4384 -0.8327 0.41 0.19 -0.10 -0.10
C -0.2864 -0.0490 0.2453 -1.19 -0.23 -1.23 -0.05
H -0.6284 -2.5072 1.4616 0.04 -0.08 -0.02 0.23
O -4.0570 0.7890 -0.6226 -0.11 0.00 -0.55 -0.66
C -2.1491 2.4263 0.2167 -0.18 -0.85 0.05 -1.01
H 3.4295 -1.0195 -0.0928 0.05 -0.04 0.00 0.30
H -0.9917 -0.7803 -2.5740 0.00 -0.01 0.05 0.43
H 1.8504 1.2474 1.2391 0.10 0.07 -0.07 0.25
C 3.0630 -0.4903 0.7849 -0.03 0.05 0.00 -1.06
H -1.4216 2.4900 -0.5828 0.12 0.05 -0.14 0.31
H -2.6492 -0.1591 -2.4298 0.10 -0.03 -0.08 0.46
H -0.0039 -2.7944 -0.1967 0.09 -0.09 0.02 0.25
H -1.1582 -3.9338 0.5326 0.00 -0.10 -0.01 0.42
H 2.4020 -1.1484 1.3452 0.00 -0.05 0.01 0.30
H -2.9525 3.1336 0.0504 -0.18 -0.02 -0.04 0.40
H 2.9909 1.4822 -0.1166 -0.02 0.08 0.03 0.43
H -1.6886 2.5883 1.1842 0.11 -0.05 0.06 0.33
C -1.6658 -0.3635 -0.5753 1.06 0.56 1.80 0.65
H 3.9110 -0.2326 1.4148 0.11 -0.04 0.10 0.36
O -0.1793 -0.0993 1.4327 -0.14 -0.11 0.24 -0.48